# C43H53N5P

2 unconnected molecules or ions with the total composition C43H53N5P in a non-equilibrium geometry (ωB97M-V/def2-TZVPD, the OMol25 dataset).

As for the charge: +1. Its HOMO energy is -8.84 eV. As for the electronic energy: -62180.7610 eV. As for the LUMO energy: -4.7 eV.

Last column: Mulliken charge in e.
Geometry (Å):
C: 6.7664 -1.7949 4.0227  -0.93
N: 6.1019 -1.2052 2.8703  0.20
C: 6.4761 -1.8478 1.6159  -0.91
C: 4.8924 -0.5224 3.0345  -0.28
C: 4.8586 0.8800 3.2704  -0.19
C: 3.6688 1.5329 3.5170  -0.44
C: 2.4350 0.8294 3.6346  0.52
C: 1.1734 1.4867 3.8721  -0.45
C: -0.0307 0.8552 3.5020  -0.72
C: -1.3076 1.4146 3.4821  -0.11
C: -2.5182 0.7048 3.1997  0.64
C: -3.7454 1.4179 3.0352  -0.79
C: -4.9465 0.7681 2.8541  -0.32
C: -5.0144 -0.6477 2.8246  -0.17
N: -6.2466 -1.3076 2.7747  0.23
C: -6.8032 -1.8399 1.5440  -0.94
C: -6.8642 -1.8659 3.9655  -0.96
C: -3.7921 -1.3688 2.8850  -0.34
C: -2.5860 -0.7111 3.0595  -0.78
C: 2.4899 -0.5681 3.3885  -0.99
C: 3.6625 -1.2187 3.0514  -0.37
H: 6.5723 -1.1945 4.9157  0.27
H: 6.4324 -2.8286 4.2045  0.32
H: 7.8428 -1.8213 3.8250  0.33
H: 6.1300 -1.2487 0.7683  0.29
H: 7.5696 -1.9153 1.5953  0.32
H: 6.0646 -2.8651 1.5340  0.32
H: 5.8068 1.4237 3.2047  0.46
H: 3.6712 2.6191 3.6036  0.47
H: 1.1545 2.5771 4.0868  1.03
H: 0.0292 -0.1604 3.1045  0.25
H: -1.4108 2.4858 3.6683  0.41
H: -3.7253 2.5029 3.0693  0.40
H: -5.8874 1.3155 2.7660  0.44
H: -6.4458 -1.2673 0.6814  0.29
H: -6.5389 -2.9017 1.4083  0.31
H: -7.8988 -1.7727 1.5982  0.32
H: -6.5475 -1.3049 4.8518  0.29
H: -7.9564 -1.8006 3.8607  0.33
H: -6.5983 -2.9284 4.0954  0.32
H: -3.8361 -2.4600 2.8202  0.42
H: -1.6622 -1.2975 3.1247  0.39
H: 1.5822 -1.1668 3.4375  0.47
H: 3.6473 -2.2881 2.8080  0.41
C: 6.1736 1.4218 10.7086  -1.22
N: 6.2618 2.1685 9.4709  0.10
C: 7.4982 2.9063 9.3312  -0.96
C: 5.2011 2.3094 8.6226  1.75
C: 5.3688 2.8996 7.3365  -1.17
C: 4.2613 3.1675 6.5533  -0.49
C: 2.9636 2.8124 6.9777  -0.08
P: 1.5301 3.3702 5.9926  1.28
C: 0.1672 3.2620 7.2238  -0.31
C: 0.0557 4.1583 8.3019  -0.17
C: -0.8781 3.9748 9.3058  -1.05
C: -1.7699 2.8711 9.2565  1.66
N: -2.5936 2.6402 10.3184  0.10
C: -3.7218 1.7312 10.3279  -0.93
C: -2.5106 3.4235 11.5284  -1.16
C: -1.7239 2.0058 8.1197  -1.22
C: -0.7664 2.2089 7.1345  -0.50
C: 1.8622 5.1817 6.0357  -0.04
C: 1.2801 6.0116 5.0584  -0.82
C: 1.3309 7.3987 5.1628  -1.12
C: 1.9479 7.9988 6.3048  1.52
N: 1.8853 9.3428 6.5325  0.09
C: 2.3068 9.9308 7.7844  -1.14
C: 1.5637 10.3422 5.5322  -0.90
C: 2.5910 7.1655 7.2583  -0.57
C: 2.5576 5.7854 7.1020  -0.89
C: 2.8159 2.1125 8.1881  -0.71
C: 3.9055 1.8775 9.0151  -0.60
H: 5.4534 0.6026 10.6197  0.36
H: 7.1611 1.0012 10.9377  0.35
H: 5.8746 2.0684 11.5493  0.35
H: 7.4732 3.5731 8.4647  0.26
H: 7.6834 3.5116 10.2358  0.34
H: 8.3455 2.2110 9.2242  0.31
H: 6.3588 3.1719 6.9746  0.23
H: 4.3985 3.7032 5.6150  0.43
H: 0.7165 5.0105 8.3809  0.33
H: -0.9027 4.6710 10.1441  0.46
H: -3.6757 0.9885 9.5276  0.31
H: -3.7207 1.2226 11.3044  0.31
H: -4.6772 2.2822 10.2590  0.31
H: -1.4690 3.6286 11.7926  0.38
H: -3.0493 4.3799 11.4374  0.33
H: -2.9780 2.8387 12.3304  0.32
H: -2.4040 1.1574 8.0388  0.11
H: -0.7050 1.5412 6.2760  0.20
H: 0.7595 5.5413 4.2276  0.37
H: 0.8518 8.0109 4.3974  0.12
H: 2.0139 9.3030 8.6320  0.37
H: 3.3968 10.0889 7.8191  0.33
H: 1.8146 10.9078 7.8732  0.32
H: 1.0827 9.9127 4.6496  0.28
H: 0.8917 11.0788 5.9981  0.31
H: 2.4700 10.8922 5.2181  0.31
H: 3.0869 7.5897 8.1311  0.40
H: 3.0320 5.1721 7.8600  0.52
H: 1.8272 1.8124 8.5189  0.43
H: 3.7444 1.4155 9.9894  0.33


# C43H54BrCrN5O5SSi4Te

A molecular structure, C43H54BrCrN5O5SSi4Te in a non-equilibrium geometry (ωB97M-V/def2-TZVPD, the OMol25 dataset).

The energy relative to the best compared isomer or geometry (same formula, charge and spin) comes out at 32.4 kcal per mole. As for the charge: -1. Its HOMO energy (spin up / spin down) is -4.63 / -4.73 eV. As for the electronic energy: -211264.9039 eV. Its spin multiplicity is 4. As for the LUMO energy (spin up / spin down): 1.3 / 1.2 eV.

Last column: Mulliken spin population.
Geometry (Å):
Cr: 0.5768 -1.4473 0.3022  3.11
O: -0.7551 -2.3901 1.0016  -0.01
C: -1.8678 -3.0449 1.1246  -0.02
C: -2.5350 -3.4886 -0.0373  0.03
C: -3.7364 -4.1587 0.0474  -0.01
C: -4.3091 -4.4248 1.2842  0.02
C: -3.6545 -4.0364 2.4366  -0.02
C: -2.4428 -3.3456 2.4019  0.03
C: -1.7642 -2.9659 3.6453  0.00
N: -0.8448 -2.0372 3.8155  0.01
C: -0.4955 -2.0713 5.1383  0.00
C: -1.2072 -3.0313 5.7919  0.00
N: -2.0181 -3.5911 4.8371  0.00
H: -2.0638 -3.3081 -0.9937  0.00
H: -4.2302 -4.4807 -0.8620  0.00
H: -5.2614 -4.9363 1.3474  0.00
H: -4.1074 -4.2546 3.3987  0.00
H: 0.2512 -1.4021 5.5370  0.00
H: -1.2083 -3.3586 6.8168  0.00
H: -2.6475 -4.3601 4.9738  0.00
Br: 2.5325 6.4887 -0.4170  0.00
C: 2.8104 5.4302 1.1448  0.00
C: 2.4476 5.9317 2.3850  0.00
C: 2.6645 5.1700 3.5152  0.00
C: 3.2328 3.8871 3.4325  0.00
C: 3.5695 3.4039 2.1550  0.01
C: 3.3749 4.1722 1.0237  0.00
N: 3.5975 3.2581 4.6049  0.02
N: 3.8047 2.0242 4.7370  0.00
C: 3.2325 1.0438 3.9814  0.01
C: 3.8935 -0.1964 3.9886  0.00
C: 3.5025 -1.2658 3.2118  0.01
C: 2.3694 -1.1769 2.3860  -0.01
O: 1.9719 -2.1118 1.6101  -0.02
C: 1.6029 0.0372 2.4640  -0.01
N: 0.4654 0.0336 1.7286  0.00
C: -0.3965 1.0160 1.8877  0.01
C: -0.1552 2.0941 2.7328  -0.01
C: 1.0441 2.1686 3.4050  0.01
C: 1.9765 1.1287 3.2756  -0.01
H: 1.9909 6.9089 2.4623  0.00
H: 2.3687 5.5462 4.4861  0.00
H: 4.0203 2.4243 2.0635  0.00
H: 3.6483 3.7931 0.0480  0.00
H: 4.7844 -0.2740 4.5996  0.00
H: 4.0623 -2.1917 3.2203  0.00
H: -1.3214 0.9391 1.3304  0.02
H: -0.8978 2.8724 2.8382  0.00
H: 1.2396 3.0026 4.0609  0.00
C: 2.9610 -0.5109 -2.5184  0.01
C: 2.9697 -0.1631 -1.0703  0.00
C: 4.0574 0.6828 -0.4922  0.00
O: 2.0600 -0.5390 -0.3565  -0.09
H: 3.8811 -0.2045 -3.0145  0.00
H: 2.1026 -0.0274 -2.9941  0.00
H: 2.8064 -1.5866 -2.6304  0.00
H: 4.3162 1.4912 -1.1765  0.00
H: 4.9494 0.0746 -0.3226  0.00
H: 3.7373 1.0889 0.4668  0.00
C: -3.3519 3.2556 0.7235  0.00
Si: -3.7735 2.3866 -0.9212  0.00
C: -4.8228 0.8769 -0.4409  0.01
C: -4.8679 3.6182 -1.8765  0.00
Si: -1.9355 1.6948 -2.2432  0.03
Te: -0.8258 -0.3489 -1.3343  -0.07
Si: -0.4375 3.5207 -2.3975  0.00
C: 0.1005 4.2420 -0.7200  0.00
C: 1.1943 3.0081 -3.2304  0.01
C: -1.1784 4.9453 -3.4171  0.00
Si: -2.6503 0.7913 -4.2949  0.00
C: -3.8484 -0.6406 -3.9523  0.00
C: -3.5520 2.0363 -5.4243  0.00
C: -1.1931 0.0953 -5.2932  0.01
H: -4.2486 3.6448 1.2089  0.00
H: -2.6681 4.0924 0.5720  0.00
H: -2.8745 2.5586 1.4151  0.00
H: -5.4991 1.0784 0.3914  0.00
H: -4.1567 0.0608 -0.1483  -0.01
H: -5.4191 0.5213 -1.2832  0.00
H: -5.7560 3.9044 -1.3105  0.00
H: -5.1945 3.1884 -2.8251  0.00
H: -4.3082 4.5278 -2.1041  0.00
H: 0.4572 3.4491 -0.0569  0.00
H: -0.7195 4.7519 -0.2119  0.00
H: 0.9102 4.9647 -0.8422  0.00
H: 1.7142 2.2907 -2.5921  0.00
H: 1.8602 3.8592 -3.3869  0.00
H: 1.0216 2.5306 -4.1970  0.00
H: -2.0658 5.3502 -2.9270  0.00
H: -1.4791 4.5963 -4.4067  0.00
H: -0.4655 5.7617 -3.5472  0.00
H: -4.8266 -0.2809 -3.6280  0.00
H: -3.4280 -1.2474 -3.1468  0.00
H: -3.9935 -1.2818 -4.8230  0.00
H: -4.4526 2.4204 -4.9423  0.00
H: -3.8490 1.5709 -6.3657  0.00
H: -2.9138 2.8904 -5.6584  0.00
H: -0.6486 -0.6129 -4.6644  0.00
H: -0.4986 0.8821 -5.5957  0.00
H: -1.5209 -0.4282 -6.1929  0.00
O: 4.7136 -8.3544 0.2016  0.00
C: 3.5011 -8.3246 -0.4111  0.00
O: 3.0135 -9.3628 -0.7760  0.00
C: 2.8728 -6.9985 -0.5979  0.00
C: 1.7675 -6.9209 -1.4513  0.00
C: 1.1355 -5.7203 -1.6882  0.00
C: 1.5779 -4.5475 -1.0562  0.00
S: 0.7825 -3.0499 -1.4283  -0.06
C: 2.6720 -4.6239 -0.1859  0.00
C: 3.3091 -5.8295 0.0320  0.00
H: 4.9991 -7.4624 0.4218  0.00
H: 1.4316 -7.8328 -1.9267  0.00
H: 0.2854 -5.6609 -2.3546  0.00
H: 3.0003 -3.7300 0.3271  0.00
H: 4.1465 -5.8370 0.7243  0.00


The lowest charge belongs to which entry?
C43H54BrCrN5O5SSi4Te


charge of number 2 (C43H54BrCrN5O5SSi4Te)?
-1


Among the records above, which one has the lowest charge?
C43H54BrCrN5O5SSi4Te